(1)
A 2-piece molecular cluster, C11H14N2 overall. Source: the Open Molecules 2025 dataset; level of theory: wB97M-V/def2-TZVPD.

The geometry in XYZ format:
```
27
C11H14N2 (wB97M-V/def2-TZVPD)
C -0.18 -1.35 1.04
C -0.11 -0.19 2.04
C -1.31 0.37 2.59
N -0.88 1.38 3.46
C 0.44 1.49 3.21
N 0.99 0.56 2.42
H -0.81 -1.14 0.16
H -0.22 -2.29 1.70
H 0.69 -1.34 0.30
H -2.35 0.14 2.36
H -1.37 2.00 4.00
H 1.00 2.39 3.56
C 2.35 -0.96 -1.65
C 0.96 -0.56 -1.78
C 0.54 0.65 -1.07
C -0.67 1.26 -1.13
C -1.71 0.63 -1.85
C -1.37 -0.60 -2.46
C -0.08 -1.15 -2.52
H 2.78 -1.35 -2.59
H 2.68 -1.66 -0.84
H 2.92 0.03 -1.42
H 1.27 1.26 -0.58
H -0.97 2.16 -0.50
H -2.69 1.03 -1.96
H -2.11 -0.98 -3.16
H 0.20 -1.78 -3.36
```

HOMO = -8.2 eV
SMILES = Cc1c[nH]cn1.Cc1ccccc1
Lowest unoccupied orbital energy = 0.89 eV

(2)
A 10-piece molecular cluster, C40H110N10O10 overall. Source: the Open Molecules 2025 dataset; level of theory: wB97M-V/def2-TZVPD.

The geometry in XYZ format:
```
170
C40H110N10O10 (wB97M-V/def2-TZVPD)
C 4.56 2.52 -0.46
O 3.91 2.22 0.73
C 4.78 1.67 1.66
C 3.98 1.34 2.99
C 3.27 2.70 3.34
N 4.77 0.65 3.99
H 4.05 3.39 -0.90
H 4.44 1.73 -1.21
H 5.60 2.75 -0.33
H 5.22 0.69 1.39
H 5.63 2.37 2.06
H 3.18 0.64 2.71
H 4.00 3.49 3.20
H 2.85 2.76 4.37
H 2.45 2.90 2.66
H 4.17 0.16 4.61
H 5.09 1.43 4.60
C 8.41 -3.03 -2.45
O 7.46 -2.13 -2.98
C 6.14 -2.39 -2.60
C 5.23 -1.47 -3.41
C 3.79 -1.70 -2.97
N 5.18 -1.65 -4.83
H 8.31 -4.03 -2.95
H 8.34 -3.15 -1.41
H 9.40 -2.61 -2.72
H 5.95 -3.46 -2.85
H 6.02 -2.22 -1.50
H 5.54 -0.47 -3.25
H 3.69 -1.57 -1.90
H 3.44 -2.74 -3.16
H 3.17 -1.05 -3.61
H 5.07 -2.69 -5.02
H 6.12 -1.47 -5.20
C 5.44 -3.81 0.89
O 4.35 -4.59 1.14
C 3.38 -4.44 0.07
C 1.98 -5.09 0.39
C 2.02 -6.58 0.09
N 0.96 -4.53 -0.52
H 6.20 -4.11 1.63
H 5.30 -2.75 0.98
H 5.80 -4.02 -0.13
H 3.19 -3.36 -0.01
H 3.75 -4.83 -0.87
H 1.79 -4.92 1.47
H 2.74 -7.10 0.77
H 2.17 -6.77 -0.96
H 1.04 -7.05 0.30
H 0.15 -5.08 -0.66
H 0.83 -3.54 -0.43
C -5.49 5.55 2.35
O -5.47 4.37 3.11
C -5.08 3.23 2.28
C -5.31 1.93 3.02
C -4.46 2.02 4.29
N -4.93 0.84 2.14
H -4.54 5.65 1.81
H -5.63 6.41 3.02
H -6.29 5.54 1.61
H -5.82 3.21 1.52
H -4.04 3.27 1.89
H -6.39 1.90 3.22
H -4.68 1.19 4.91
H -4.73 2.89 4.85
H -3.41 2.00 4.15
H -3.97 0.99 1.78
H -5.63 0.52 1.43
C -2.31 -3.19 -4.53
O -1.75 -1.94 -4.15
C -1.20 -1.98 -2.81
C -2.35 -1.86 -1.79
C -3.10 -0.52 -1.84
N -1.83 -2.08 -0.46
H -2.66 -3.15 -5.52
H -3.20 -3.54 -3.96
H -1.49 -3.94 -4.37
H -0.62 -2.90 -2.64
H -0.59 -1.08 -2.66
H -3.08 -2.70 -1.96
H -3.46 -0.34 -2.89
H -2.37 0.27 -1.58
H -3.87 -0.47 -1.02
H -1.04 -1.48 -0.32
H -2.54 -2.07 0.24
C -4.70 3.35 -1.53
O -4.16 4.51 -0.92
C -3.04 5.05 -1.45
C -2.56 6.21 -0.60
C -3.49 7.38 -0.66
N -1.15 6.61 -1.08
H -5.68 3.16 -1.13
H -3.95 2.51 -1.45
H -4.76 3.50 -2.58
H -2.17 4.43 -1.48
H -3.20 5.41 -2.45
H -2.58 5.77 0.36
H -4.49 7.04 -0.30
H -3.57 7.70 -1.70
H -3.12 8.23 -0.09
H -0.87 7.42 -0.54
H -0.48 5.87 -1.04
C -4.31 -3.05 2.64
O -3.90 -3.50 1.36
C -3.27 -4.76 1.38
C -3.14 -5.29 -0.03
C -4.54 -5.53 -0.62
N -2.23 -6.47 0.04
H -3.48 -3.10 3.35
H -5.11 -3.73 2.98
H -4.75 -2.06 2.57
H -2.34 -4.78 1.92
H -3.96 -5.41 2.00
H -2.57 -4.55 -0.54
H -5.22 -4.72 -0.37
H -4.98 -6.40 -0.14
H -4.56 -5.71 -1.68
H -2.57 -7.17 0.64
H -2.09 -6.92 -0.84
C 1.88 4.80 -1.85
O 0.69 4.16 -2.23
C 0.37 4.19 -3.62
C -0.50 3.04 -3.88
C 0.26 1.72 -3.88
N -1.10 3.17 -5.24
H 2.69 4.28 -2.35
H 1.95 4.74 -0.78
H 1.92 5.85 -2.09
H -0.10 5.15 -3.78
H 1.29 4.20 -4.15
H -1.32 3.05 -3.12
H 0.99 1.48 -3.11
H 0.72 1.67 -4.89
H -0.50 0.94 -3.94
H -1.51 4.09 -5.31
H -0.39 3.06 -5.95
C 3.08 -2.37 3.38
O 2.30 -1.51 4.20
C 1.11 -1.12 3.54
C 0.04 -0.92 4.60
C -0.56 -2.30 4.92
N -0.97 -0.02 4.04
H 2.55 -3.27 3.20
H 3.98 -2.72 3.91
H 3.41 -1.94 2.40
H 1.32 -0.28 2.96
H 0.79 -1.93 2.92
H 0.56 -0.51 5.43
H 0.18 -2.98 5.36
H -0.90 -2.67 3.99
H -1.49 -2.35 5.52
H -1.91 -0.18 4.41
H -0.74 0.92 4.34
C 1.42 -0.41 -0.91
O 0.23 0.19 -0.52
C 0.31 1.52 -0.04
C -1.16 2.00 0.25
C -1.09 3.42 0.91
N -1.89 1.05 1.12
H 2.19 -0.23 -0.12
H 1.76 0.05 -1.87
H 1.25 -1.52 -0.98
H 0.88 1.50 0.89
H 0.79 2.16 -0.77
H -1.67 2.03 -0.70
H -0.71 3.32 1.88
H -2.15 3.74 1.05
H -0.60 4.15 0.36
H -2.31 0.26 0.64
H -1.34 0.73 1.91
```

HOMO = -8.5 eV
SMILES = COC[C@H](C)N.COC[C@H](C)N.COC[C@H](C)N.COC[C@H](C)N.COC[C@H](C)N.COC[C@H](C)N.COC[C@H](C)N.COC[C@H](C)N.COC[C@H](C)N.COC[C@H](C)N
Lowest unoccupied orbital energy = 0.63 eV

(3)
A 2-piece molecular cluster, C8H12N4 overall. Source: the Open Molecules 2025 dataset; level of theory: wB97M-V/def2-TZVPD.

The geometry in XYZ format:
```
24
C8H12N4 (wB97M-V/def2-TZVPD)
C 1.85 -1.12 -2.82
C 1.09 -1.75 -1.69
C -0.04 -2.50 -1.66
N -0.22 -2.83 -0.33
C 0.79 -2.25 0.37
N 1.60 -1.61 -0.41
H 1.24 -1.12 -3.73
H 2.79 -1.64 -2.98
H 2.04 -0.09 -2.54
H -0.70 -2.90 -2.41
H -1.07 -3.18 0.09
H 0.81 -2.31 1.44
C 0.10 1.62 -0.21
C -0.61 1.86 1.07
C -1.92 2.09 1.31
N -2.01 2.39 2.67
C -0.75 2.27 3.16
N 0.12 1.99 2.24
H 1.18 1.53 -0.05
H 0.06 2.36 -1.00
H -0.16 0.68 -0.70
H -2.84 1.88 0.79
H -2.83 2.17 3.20
H -0.53 2.46 4.20
```

HOMO = -8.6 eV
SMILES = Cc1c[nH]cn1.Cc1c[nH]cn1
Lowest unoccupied orbital energy = 0.76 eV

(4)
H3NO4S as an isolated structure. Source: the Open Molecules 2025 dataset; level of theory: wB97M-V/def2-TZVPD.

The geometry in XYZ format:
```
9
H3NO4S (wB97M-V/def2-TZVPD)
N -0.52 1.32 0.16
O -1.17 -0.56 -1.19
O -1.77 -0.65 1.24
O 1.97 -0.70 -0.32
O 1.11 -1.14 0.65
S -0.92 -0.26 0.19
H -0.63 1.96 0.97
H 0.07 1.34 -0.62
H 1.84 -1.31 -1.07
```

HOMO (alpha / beta) = -9.7 / -9.7 eV
Lowest unoccupied orbital energy (alpha / beta) = -0.96 / -0.96 eV

(5)
C27H40BN7O3ReS4 as an isolated structure. Source: the Open Molecules 2025 dataset; level of theory: wB97M-V/def2-TZVPD.

The geometry in XYZ format:
```
83
C27H40BN7O3ReS4 (wB97M-V/def2-TZVPD)
Re 0.15 0.28 1.13
C 3.23 -3.81 0.06
C 3.76 -2.56 -0.64
C 4.81 -2.92 -1.69
C 4.39 -1.62 0.38
N 2.58 -1.93 -1.38
C 1.99 -2.63 -2.41
C 1.00 -1.86 -2.92
N 0.97 -0.69 -2.21
B -0.04 0.43 -2.65
N 0.43 1.87 -2.26
C 1.22 2.57 -3.15
C 1.40 3.81 -2.64
N 0.72 3.88 -1.44
C 0.16 2.68 -1.23
S -0.78 2.20 0.19
C 0.76 5.18 -0.63
C 0.52 6.33 -1.61
C 2.15 5.26 -0.01
C -0.30 5.24 0.45
N -1.50 0.16 -2.15
C -2.55 0.71 -2.84
C -3.70 0.32 -2.24
N -3.35 -0.48 -1.17
C -2.01 -0.55 -1.14
S -1.06 -1.40 0.08
C -4.37 -1.11 -0.22
C -4.19 -0.53 1.18
C -4.18 -2.63 -0.24
C -5.77 -0.77 -0.72
C 1.93 -0.75 -1.27
S 2.14 0.49 -0.04
H 4.02 -4.25 0.67
H 2.90 -4.57 -0.65
H 2.40 -3.57 0.72
H 5.67 -3.36 -1.19
H 5.15 -2.03 -2.23
H 4.45 -3.64 -2.42
H 5.27 -2.13 0.77
H 3.74 -1.41 1.22
H 4.72 -0.68 -0.07
H 2.32 -3.61 -2.71
H 0.33 -2.05 -3.74
H -0.07 0.38 -3.84
H 1.56 2.14 -4.07
H 1.95 4.64 -3.04
H 1.34 6.46 -2.31
H 0.43 7.25 -1.04
H -0.40 6.18 -2.17
H 2.93 5.29 -0.77
H 2.34 4.40 0.64
H 2.23 6.17 0.59
H -1.30 5.01 0.07
H -0.32 6.26 0.83
H -0.08 4.59 1.30
H -2.40 1.32 -3.72
H -4.72 0.54 -2.50
H -3.24 -0.83 1.63
H -4.98 -0.90 1.82
H -4.25 0.56 1.15
H -3.21 -2.94 0.15
H -4.29 -3.02 -1.25
H -4.94 -3.09 0.39
H -5.97 0.30 -0.70
H -6.48 -1.25 -0.05
H -5.95 -1.16 -1.72
N 0.63 1.03 3.11
C 0.35 -0.34 3.53
C -0.48 -0.65 4.59
C -0.83 -1.98 4.77
C -0.38 -2.99 3.89
C 0.48 -2.67 2.86
C 0.86 -1.34 2.68
S -0.92 -4.68 4.08
O -0.60 -4.97 5.45
O -2.32 -4.56 3.76
O -0.11 -5.36 3.07
H -0.07 1.66 3.50
H 1.53 1.45 3.32
H -0.88 0.13 5.23
H -1.49 -2.27 5.58
H 0.84 -3.48 2.24
H 1.70 -1.16 1.98
```

HOMO (alpha / beta) = -12.5 / -12.5 eV
2S+1 = 4
Charge = +2
<S²> = 3.780
Lowest unoccupied orbital energy (alpha / beta) = -8.02 / -8.12 eV

(6)
A 2-piece molecular cluster, CH3N3O overall. Source: the Open Molecules 2025 dataset; level of theory: wB97M-V/def2-TZVPD.

The geometry in XYZ format:
```
8
CH3N3O (wB97M-V/def2-TZVPD)
C -2.60 0.57 -0.05
N -1.68 0.58 0.69
N 1.26 0.89 0.56
N 1.80 0.09 -0.27
O -3.24 0.46 -1.01
H -1.42 1.10 1.45
H 0.86 1.70 0.18
H 1.89 -0.84 0.10
```

HOMO (alpha / beta) = -7.7 / -11.2 eV
2S+1 = 3
<S²> = 2.008
Lowest unoccupied orbital energy (alpha / beta) = 0.64 / -1.23 eV

(7)
C5H8Cl8 as an isolated structure. Source: the Open Molecules 2025 dataset; level of theory: wB97M-V/def2-TZVPD.

The geometry in XYZ format:
```
21
C5H8Cl8 (wB97M-V/def2-TZVPD)
C -2.78 0.24 -0.01
Cl -4.05 -0.95 -0.41
Cl -1.92 0.65 -1.40
Cl -3.50 1.68 0.70
Cl -1.71 -0.54 1.18
Cl 2.93 1.62 -0.89
C 1.53 1.37 -1.97
C 0.19 1.14 -1.29
Cl -0.10 -0.50 -0.67
H 1.66 0.56 -2.69
H 1.53 2.26 -2.61
H -0.67 1.33 -1.94
H 0.10 1.89 -0.50
Cl 0.97 0.85 1.83
C 0.47 -0.90 1.93
C 1.34 -1.83 1.13
Cl 0.45 -3.42 1.28
H -0.56 -0.80 1.58
H 0.38 -1.11 2.99
H 2.27 -1.99 1.68
H 1.48 -1.56 0.08
```

HOMO = -8.9 eV
Lowest unoccupied orbital energy = 0.32 eV

(8)
One molecule with the formula C7H11N3O2. Source: the Open Molecules 2025 dataset; level of theory: wB97M-V/def2-TZVPD.

The geometry in XYZ format:
```
23
C7H11N3O2 (wB97M-V/def2-TZVPD)
C -2.01 -0.52 1.30
C -1.77 -0.34 -0.18
C -2.97 0.28 -0.95
C -0.67 0.71 -0.29
O -0.75 1.92 -0.16
N 0.59 0.24 -0.46
N 1.69 1.06 -0.19
C 2.78 0.25 -0.01
N 4.05 0.82 0.31
C 2.35 -1.09 -0.16
C 0.99 -1.11 -0.54
O 0.31 -2.11 -0.87
H -2.30 0.43 1.75
H -1.24 -0.97 1.91
H -2.87 -1.22 1.46
H -1.58 -1.29 -0.71
H -2.70 0.67 -1.86
H -3.38 1.09 -0.39
H -3.82 -0.41 -1.16
H 1.61 2.07 -0.12
H 4.75 0.11 0.43
H 4.11 1.49 1.04
H 2.81 -2.07 -0.14
```

HOMO = -8.6 eV
SMILES = CC(C)C(=O)n1[nH]c(N)cc1=O
Lowest unoccupied orbital energy = 0.54 eV

(9)
C31H34As2N5RuS3 as an isolated structure. Source: the Open Molecules 2025 dataset; level of theory: wB97M-V/def2-TZVPD.

The geometry in XYZ format:
```
76
C31H34As2N5RuS3 (wB97M-V/def2-TZVPD)
Ru 0.45 -0.50 0.04
C -3.46 4.01 -2.19
C -3.11 2.68 -1.61
C -3.39 2.35 -0.28
C -2.99 1.15 0.27
C -2.27 0.20 -0.47
N -1.77 -0.96 0.04
C -2.42 -1.72 0.94
C -3.83 -1.71 1.04
C -4.51 -2.51 1.92
C -3.83 -3.39 2.76
C -4.59 -4.30 3.69
C -2.46 -3.45 2.66
C -1.75 -2.64 1.78
N -0.36 -2.82 1.73
C 0.43 -3.23 2.75
C 1.67 -3.52 2.22
C 1.54 -3.27 0.85
N 0.31 -2.82 0.57
C -2.03 0.53 -1.83
C -2.44 1.73 -2.37
N -1.38 -0.41 -2.66
C -1.82 -0.88 -3.84
C -0.87 -1.77 -4.30
C 0.12 -1.78 -3.31
N -0.20 -0.95 -2.33
H -4.33 4.44 -1.71
H -3.66 3.92 -3.26
H -2.63 4.71 -2.06
H -3.93 3.05 0.34
H -3.21 0.94 1.31
H -4.37 -1.05 0.37
H -5.59 -2.47 1.95
H -5.53 -3.85 3.99
H -3.99 -4.52 4.57
H -4.81 -5.24 3.19
H -1.91 -4.16 3.26
H 0.09 -3.23 3.77
H 2.54 -3.85 2.74
H 2.25 -3.41 0.06
H -2.24 1.93 -3.42
H -2.76 -0.57 -4.25
H -0.90 -2.31 -5.21
H 1.03 -2.34 -3.27
S 1.49 2.72 3.50
C 1.04 1.52 2.46
S -0.47 0.49 2.60
S 1.49 -0.25 2.56
C 4.43 -1.83 -0.28
As 2.99 -0.58 -0.80
C 3.80 -0.21 -2.59
C 3.58 1.06 0.11
C 4.83 1.13 0.71
C 5.23 2.26 1.41
C 4.40 3.36 1.47
C 3.16 3.31 0.86
C 2.72 2.16 0.21
As 0.87 2.02 -0.39
C 0.02 3.66 0.27
C 1.18 2.68 -2.22
H 5.41 -1.46 -0.59
H 4.27 -2.79 -0.79
H 4.43 -2.01 0.80
H 4.73 0.35 -2.46
H 3.12 0.35 -3.24
H 4.02 -1.17 -3.07
H 5.51 0.28 0.65
H 6.19 2.27 1.90
H 4.69 4.23 2.03
H 2.49 4.16 0.95
H 0.48 4.54 -0.17
H 0.10 3.71 1.36
H -1.03 3.63 0.00
H 1.62 3.69 -2.17
H 0.25 2.73 -2.78
H 1.88 2.03 -2.74
```

HOMO (alpha / beta) = -5.6 / -5.8 eV
2S+1 = 2
<S²> = 1.136
Lowest unoccupied orbital energy (alpha / beta) = -1.39 / -1.42 eV

(10)
A 2-piece molecular cluster, C3H6 overall. Source: the Open Molecules 2025 dataset; level of theory: wB97M-V/def2-TZVPD.

The geometry in XYZ format:
```
9
C3H6 (wB97M-V/def2-TZVPD)
C 1.16 0.43 -0.80
C -0.06 0.12 -0.31
C -0.69 -0.36 0.93
H 1.40 0.78 -1.77
H 2.14 0.28 -0.19
H -1.26 0.26 -1.35
H -1.30 -1.22 0.60
H -1.47 0.27 1.30
H 0.08 -0.55 1.60
```

HOMO = -9.7 eV
Lowest unoccupied orbital energy = 1.20 eV

(11)
One molecule with the formula C6H9NO. Source: the Open Molecules 2025 dataset; level of theory: wB97M-V/def2-TZVPD.

The geometry in XYZ format:
```
17
C6H9NO (wB97M-V/def2-TZVPD)
C 1.28 -1.21 -0.15
C -0.05 -1.10 -0.49
C 2.00 -0.18 0.50
C -1.52 0.71 0.96
C -2.21 0.39 -0.37
C -0.81 0.03 -0.21
N 0.74 1.34 -0.89
O 1.51 1.16 0.23
H 1.72 -2.16 -0.34
H -0.62 -1.83 -1.14
H 2.04 -0.30 1.65
H 3.06 -0.18 0.13
H -1.14 1.69 1.18
H -1.61 0.10 1.79
H -3.02 -0.32 -0.40
H -2.44 1.24 -0.91
H 1.08 0.61 -1.55
```

HOMO (alpha / beta) = -8.0 / -8.0 eV
Lowest unoccupied orbital energy (alpha / beta) = 0.33 / 0.33 eV

The following energy above the lowest of the compared OMol25 structures with the same formula, charge and spin values (in eV) correspond, in order, to the records above: 2.062, 2.576, 0.654, 1.829, 0.337, 0.000, 10.606, 0.967, 5.662, 2.281, 6.397.
The following calculated total energy values (in a.u.) correspond, in order, to the records above: -536.994257, -2889.716493, -531.060702, -755.517778, -3357.302752, -279.273617, -3876.448155, -588.058667, -7236.279351, -117.788133, -363.789145.
The following largest force on an atom values (in eV/A) correspond, in order, to the records above: 4.3, 3.9, 1.6, 3.5, 0.8, 2.0, 13.2, 3.1, 3.8, 5.4, 4.3.